This record from the Open Molecules 2025 dataset describes 2 unconnected molecules or ions with the total composition C5H13NO in a non-equilibrium geometry. The level of theory is wB97M-V/def2-TZVPD.

## Properties
total energy = -8933.0034 eV
gap between HOMO and LUMO = 9.354 eV
structure (SMILES) = C=C(N)CCC.O
net charge = 0

Last column: natural (NBO) charge in e.
Cartesian coordinates (Å):
1 C -0.26763 -1.83368 0.01491  -0.558
2 C 0.55033 -0.87543 -0.42676  0.216
3 N 0.56012 -0.40802 -1.74850  -0.824
4 C 1.53304 -0.17726 0.50297  -0.439
5 C 0.95177 1.05894 1.18062  -0.389
6 C 0.52732 2.14133 0.20109  -0.612
7 H -0.15799 -2.24582 1.00715  0.208
8 H -1.13685 -2.12811 -0.54590  0.205
9 H 1.48552 -0.26531 -2.12909  0.375
10 H 0.03314 -1.02266 -2.35544  0.372
11 H 1.73047 -0.93005 1.27263  0.220
12 H 2.47026 -0.00647 -0.04066  0.198
13 H 0.14588 0.76109 1.85300  0.206
14 H 1.75513 1.48406 1.79848  0.203
15 H 1.29171 2.29309 -0.56179  0.201
16 H -0.35374 1.87738 -0.36900  0.208
17 H 0.31654 3.12012 0.63397  0.211
18 O -3.22425 -0.28221 0.30793  -0.944
19 H -3.21800 0.28989 -0.47651  0.466
20 H -2.29013 -0.35551 0.54654  0.476

Forces on atoms 1 to 2 (eV/Å):
C -0.28 0.39 0.23
C 0.72 0.22 0.06

***

This record from the Open Molecules 2025 dataset describes 3 unconnected molecules or ions with the total composition C5H13NO in a non-equilibrium geometry. The level of theory is wB97M-V/def2-TZVPD.

## Properties
total energy = -8926.0431 eV
gap between HOMO and LUMO = 3.402 eV
net charge = 0

Last column: natural (NBO) charge in e.
Cartesian coordinates (Å):
1 C -0.05295 -1.35590 -1.07175  -0.457
2 C -0.26093 2.11012 -0.90077  -0.146
3 C -0.71220 1.31393 0.12049  -0.105
4 C -1.99945 0.75766 0.09262  -0.130
5 C 0.23188 0.83934 1.17648  -0.698
6 N 1.41530 -1.37780 -1.05206  -0.733
7 H -0.44365 -0.46832 -1.54401  0.168
8 H -0.22783 -2.23983 -1.69711  0.210
9 H -0.93828 2.28714 -1.72773  0.197
10 H 0.66595 2.66723 -0.86869  0.217
11 H -2.47280 0.53847 1.04997  0.215
12 H -2.73446 1.18961 -0.58498  0.196
13 H 1.27217 0.67667 0.91740  0.240
14 H 0.18520 1.40679 2.10531  0.235
15 H -0.06797 -0.18874 1.43443  0.287
16 H -0.43500 -1.58635 -0.05984  0.238
17 H 1.63136 -1.94644 -0.18180  0.428
18 H 1.65808 -0.47303 -0.63025  0.318
19 H 1.98100 -1.93912 2.02473  0.424
20 O 1.30457 -2.21143 1.39756  -1.105

Forces on atoms 1 to 2 (eV/Å):
C 1.27 -1.73 -1.39
C -1.12 0.13 -0.06

***

This record from the Open Molecules 2025 dataset describes a molecular structure, C5H13NO in a non-equilibrium geometry. The level of theory is wB97M-V/def2-TZVPD.

## Properties
total energy = -8927.3822 eV
gap between HOMO and LUMO (alpha / beta) = 6.812 / 7.930 eV
net charge = 0

Last column: natural (NBO) charge in e.
Cartesian coordinates (Å):
1 C -1.35677 1.08492 0.51926  -0.434
2 C -1.20586 -0.33322 -1.50240  -0.438
3 N -1.08396 -0.23871 -0.04694  -0.232
4 O -2.61339 -1.04255 0.50746  -0.724
5 H -2.33185 -1.96628 0.55879  0.446
6 H -2.23823 -0.11423 -1.77166  0.231
7 H -2.38921 1.34432 0.28784  0.229
8 H -1.25723 1.02366 1.59946  0.225
9 H -0.64900 1.81269 0.12678  0.217
10 H -0.49990 0.34336 -1.98242  0.222
11 H -0.97668 -1.35309 -1.80348  0.217
12 C 1.95219 0.35301 1.43522  -0.681
13 C 1.43521 -0.20592 0.15457  -0.182
14 C 2.14091 -0.45774 -0.93017  -0.492
15 H -0.10638 -0.71181 0.34922  0.416
16 H 1.73121 -0.31132 2.27531  0.214
17 H 3.03933 0.49952 1.40555  0.198
18 H 1.49725 1.32179 1.65817  0.209
19 H 3.21966 -0.29461 -0.96778  0.175
20 H 1.69270 -0.75378 -1.87276  0.184

Forces on atoms 1 to 2 (eV/Å):
C 0.19 -0.18 0.08
C 0.15 -0.10 0.09

***

This record from the Open Molecules 2025 dataset describes 2 unconnected molecules or ions with the total composition C5H13NO in a non-equilibrium geometry. The level of theory is wB97M-V/def2-TZVPD.

## Properties
total energy = -8932.5407 eV
gap between HOMO and LUMO = 8.490 eV
structure (SMILES) = CC/C(C)=C/N.O
net charge = 0

Last column: natural (NBO) charge in e.
Cartesian coordinates (Å):
1 C -2.08436 1.99443 -0.65625  -0.611
2 C -0.59730 1.85478 -0.38792  -0.419
3 C -0.31553 0.71687 0.55866  -0.070
4 C -1.00763 0.82461 1.91258  -0.649
5 C 0.45666 -0.34261 0.26838  -0.014
6 N 0.54893 -1.56239 0.91797  -0.809
7 H -2.27158 2.43262 -1.63729  0.213
8 H -2.59850 1.02277 -0.68147  0.208
9 H -2.65964 2.50228 0.11609  0.207
10 H -0.03306 1.67220 -1.30366  0.207
11 H -0.23008 2.80232 0.02365  0.196
12 H -0.77939 1.81567 2.30570  0.213
13 H -0.70363 0.09092 2.66388  0.197
14 H -2.09921 0.73160 1.91249  0.212
15 H 1.20524 -0.06548 -0.46869  0.182
16 H 0.14603 -1.55720 1.85350  0.369
17 H 1.45335 -1.99645 0.99429  0.368
18 O 2.52289 -2.98914 -2.21583  -0.925
19 H 2.68033 -2.45149 -1.41283  0.462
20 H 2.97521 -2.50043 -2.88161  0.464

Forces on atoms 1 to 2 (eV/Å):
C -0.91 -0.78 -0.46
C 0.72 -0.14 0.46

***

This record from the Open Molecules 2025 dataset describes 2 unconnected molecules or ions with the total composition C5H13NO in a non-equilibrium geometry. The level of theory is wB97M-V/def2-TZVPD.

## Properties
total energy = -8930.9506 eV
gap between HOMO and LUMO = 9.995 eV
structure (SMILES) = C=NCCCC.O
net charge = 0

Last column: natural (NBO) charge in e.
Cartesian coordinates (Å):
1 C 1.92125 1.83681 1.01118  -0.063
2 N 0.66785 1.78724 1.46272  -0.405
3 C -0.05697 0.59342 1.07276  -0.261
4 C -0.30636 0.42905 -0.50658  -0.412
5 C -1.13357 -0.73860 -0.86030  -0.409
6 C -2.59157 -0.69782 -0.34714  -0.624
7 H 2.54511 2.55621 1.59269  0.181
8 H 2.35382 1.35226 0.08981  0.173
9 H 0.23383 -0.45823 1.46602  0.187
10 H -1.05938 0.69029 1.60142  0.194
11 H 0.65600 0.32796 -0.93611  0.188
12 H -0.50748 1.47552 -0.78261  0.217
13 H -0.69456 -1.58695 -0.49301  0.193
14 H -1.21166 -0.85697 -1.87459  0.210
15 H -3.27055 0.02721 -0.86515  0.207
16 H -3.16800 -1.61708 -0.52255  0.213
17 H -2.80611 -0.32145 0.68207  0.211
18 O 3.14172 -1.45738 -0.36327  -0.941
19 H 2.10856 -1.35186 -0.21399  0.470
20 H 3.17806 -1.98963 -1.21336  0.473

Forces on atoms 1 to 2 (eV/Å):
C -2.71 1.23 1.19
N 4.67 -1.61 -0.73

***

This record from the Open Molecules 2025 dataset describes 2 unconnected molecules or ions with the total composition C5H13NO in a non-equilibrium geometry. The level of theory is wB97M-V/def2-TZVPD.

## Properties
total energy = -8933.5588 eV
gap between HOMO and LUMO = 10.786 eV
structure (SMILES) = CC(N)=O.CCC
net charge = 0

Last column: natural (NBO) charge in e.
Cartesian coordinates (Å):
1 C -0.22089 -1.22384 -1.52384  -0.721
2 C 0.83528 -0.26410 -1.92126  0.666
3 N 0.43240 0.97045 -2.34950  -0.828
4 O 2.02533 -0.46984 -1.74963  -0.621
5 H -0.27399 -2.12781 -2.13544  0.245
6 H -1.23306 -0.84948 -1.69877  0.207
7 H -0.08002 -1.46500 -0.48138  0.253
8 H 1.18901 1.62790 -2.44579  0.406
9 H -0.52416 1.24036 -2.47267  0.395
10 C 1.09735 0.51846 1.33826  -0.610
11 C -0.38497 0.79453 1.65698  -0.400
12 C -1.31716 -0.41893 1.56728  -0.619
13 H 1.40089 -0.20078 2.08368  0.204
14 H 1.70258 1.42077 1.43643  0.209
15 H 1.25704 0.23283 0.30266  0.216
16 H -0.42780 1.16004 2.68242  0.198
17 H -0.83841 1.53747 1.00604  0.192
18 H -2.16375 -0.44127 2.24284  0.212
19 H -1.71512 -0.71446 0.60779  0.200
20 H -0.76058 -1.32730 1.85390  0.195

Forces on atoms 1 to 2 (eV/Å):
C -1.32 -0.59 -0.84
C 0.71 0.86 0.05

***

This record from the Open Molecules 2025 dataset describes a single C5H13NO molecule in a non-equilibrium geometry. The level of theory is wB97M-V/def2-TZVPD.

## Properties
total energy = -8932.6643 eV
gap between HOMO and LUMO = 9.763 eV
structure (SMILES) = CNCC[C@H](C)O
net charge = 0

Last column: natural (NBO) charge in e.
Cartesian coordinates (Å):
1 C 0.79837 0.80847 -2.70739  -0.409
2 N 1.08133 0.48042 -1.31567  -0.639
3 C 0.25013 1.25168 -0.38976  -0.227
4 C 0.25982 0.51999 0.94467  -0.427
5 C -0.31536 -0.89530 0.94988  0.096
6 C -1.74894 -0.95938 0.41627  -0.643
7 O -0.35488 -1.25692 2.35819  -0.739
8 H 1.47975 0.32721 -3.39652  0.201
9 H 0.77814 1.89198 -2.90465  0.159
10 H -0.20709 0.44663 -2.93279  0.187
11 H 2.06885 0.55149 -1.12580  0.356
12 H -0.76776 1.28897 -0.75690  0.193
13 H 0.68430 2.24931 -0.33368  0.178
14 H 1.31764 0.38333 1.23314  0.196
15 H -0.07240 1.00713 1.86686  0.230
16 H 0.30655 -1.57071 0.36788  0.180
17 H -2.32759 -0.07549 0.47486  0.207
18 H -1.69766 -1.31092 -0.61849  0.208
19 H -2.25724 -1.79321 0.87827  0.223
20 H 0.12588 -2.09005 2.46285  0.470

Forces on atoms 1 to 2 (eV/Å):
C -0.54 0.22 0.34
N -0.57 -0.51 -0.85

***

This record from the Open Molecules 2025 dataset describes a single C5H13NO molecule in a non-equilibrium geometry. The level of theory is wB97M-V/def2-TZVPD.

## Properties
total energy = -8931.7784 eV
gap between HOMO and LUMO = 10.084 eV
structure (SMILES) = C[C@@H](N)CCCO
net charge = 0

Last column: natural (NBO) charge in e.
Cartesian coordinates (Å):
1 C -0.64265 -1.95318 -0.78841  -0.652
2 C 0.34927 -1.04856 -0.11162  -0.040
3 N 1.53901 -1.93996 0.11703  -0.834
4 C 0.88850 0.25604 -0.76163  -0.399
5 C -0.21239 1.46921 -0.55138  -0.411
6 C -0.64715 1.75125 0.96064  -0.082
7 O -1.49021 2.92189 0.85456  -0.711
8 H -0.29303 -2.62571 -1.57658  0.232
9 H -1.64773 -1.62751 -1.08030  0.221
10 H -1.01980 -2.62169 -0.03534  0.212
11 H 0.12642 -0.65597 0.99791  0.161
12 H 2.24014 -1.46745 0.62457  0.343
13 H 1.25864 -2.68256 0.73843  0.346
14 H 1.72257 0.47218 -0.11935  0.193
15 H 1.14093 0.09852 -1.87081  0.219
16 H -1.16878 1.17333 -1.10322  0.202
17 H 0.10422 2.42492 -0.94600  0.215
18 H -1.21263 0.89909 1.32533  0.168
19 H 0.32583 1.88480 1.62576  0.155
20 H -1.36118 3.27136 1.70041  0.463

Forces on atoms 1 to 2 (eV/Å):
C -1.93 -0.45 0.32
C 2.00 0.93 2.17

***

Relative energy (zero: lowest compared OMol25 entry of this formula, charge and spin) list, top to bottom, in eV: 1.007, 7.968, 6.629, 1.470, 3.060, 0.452, 1.347, 2.232